C39H60N7O3PS | ωB97M-V with the def2-TZVPD basis set

* orbital gap (spin up / spin down): 7.923 / 8.032 eV
* E_LUMO (spin up / spin down): -0.671 / -0.671 eV
* E: -78108.70256 eV
* molecular weight: 738.00 g mol⁻¹
* multiplicity: 3

Cartesian coordinates (Å):
1 H -1.52 -4.84 2.32
2 H 6.49 0.08 -3.41
3 H -2.63 1.61 -2.08
4 C -1.28 1.67 0.61
5 C -5.29 -0.68 4.14
6 N -6.00 0.87 5.95
7 C 7.56 2.33 -2.31
8 H 0.41 2.90 0.27
9 H 2.92 1.41 1.45
10 H 6.62 2.87 -2.40
11 H -2.48 -1.90 2.57
12 H 9.57 2.78 -1.60
13 C -4.64 -0.80 2.97
14 C -3.27 3.89 2.13
15 H -3.81 0.86 0.27
16 H 2.69 1.83 -0.23
17 C -2.87 0.72 -4.05
18 C -2.08 1.49 -3.01
19 C 7.18 2.34 1.97
20 H 1.13 -1.20 1.03
21 N -0.54 -1.49 4.75
22 H -5.84 -0.78 -3.54
23 C -3.32 0.16 0.96
24 C 2.45 1.07 0.53
25 H -0.01 -0.97 4.05
26 H -3.98 -2.80 -6.14
27 C -2.93 -3.74 3.45
28 H -2.40 -2.15 -5.73
29 C 0.98 0.88 0.66
30 H 9.68 1.85 1.76
31 N 6.96 1.15 -0.19
32 H -2.92 -3.15 1.36
33 H -2.94 -3.22 4.42
34 C -1.82 0.43 0.88
35 H -3.67 -4.54 3.45
36 H -1.39 -5.20 4.03
37 H 6.02 -0.74 -1.91
38 H -4.63 -2.77 -2.67
39 C -1.54 -4.38 3.31
40 H -1.72 1.84 -5.52
41 H 9.50 0.62 -1.69
42 H -4.92 0.56 -6.13
43 H 6.30 2.96 1.87
44 H -1.85 2.49 -3.37
45 O 5.73 1.55 -0.10
46 C -5.35 -0.83 -4.52
47 C 0.45 -0.36 0.93
48 S -5.80 2.46 6.15
49 C -4.20 -2.88 -3.66
50 H -3.50 -0.82 0.54
51 H -0.19 -1.17 5.65
52 H -5.19 -2.88 5.60
53 H 8.61 4.19 -2.01
54 H -4.88 -3.51 -4.24
55 H -2.57 0.50 -6.24
56 C 8.56 0.09 -1.80
57 H -5.20 -2.88 2.84
58 O -3.32 -0.73 -2.36
59 O -7.07 -2.83 4.07
60 N -3.03 -0.70 -3.62
61 H 7.92 2.17 -3.33
62 C -4.01 -1.54 -4.37
63 H 8.59 -0.33 -2.81
64 C -3.61 2.78 2.42
65 C -3.46 -1.92 -5.77
66 C -3.13 -2.73 2.34
67 P -6.15 -2.07 4.95
68 C 8.14 3.36 -0.08
69 H 8.55 -0.75 -1.10
70 H -3.25 -3.41 -3.57
71 H 7.25 4.00 -0.04
72 H -1.19 -1.60 1.21
73 H -6.90 -1.48 5.98
74 N 0.37 -3.49 5.57
75 H 5.26 0.79 -2.37
76 H 9.85 1.23 0.15
77 H 7.88 2.87 2.61
78 C 0.07 1.90 0.51
79 H 0.52 -4.44 5.24
80 H 0.34 -3.67 2.83
81 C -0.90 -0.58 1.03
82 C -4.10 1.55 2.94
83 C 9.15 1.31 0.98
84 C -0.18 -2.84 4.62
85 H -1.13 0.20 -5.26
86 C 6.20 0.23 -2.37
87 C -2.03 0.81 -5.34
88 C -5.22 0.58 -5.08
89 H 2.98 0.17 0.23
90 H -6.00 -1.43 -5.16
91 C -5.38 0.58 4.80
92 H -1.13 1.00 -2.78
93 H -2.77 4.82 2.04
94 H -3.63 -1.15 -6.52
95 C -4.23 1.41 -4.26
96 H 8.95 0.31 1.36
97 H -4.07 2.37 -4.74
98 C 7.84 2.04 0.63
99 H -6.20 1.07 -5.06
100 N -0.49 -3.38 3.33
101 H -4.68 1.62 -3.29
102 H -4.98 -2.11 1.31
103 N -4.95 2.82 4.85
104 C -4.58 -2.16 2.32
105 H -1.94 2.51 0.44
106 C 8.56 3.20 -1.54
107 C -4.00 0.36 2.32
108 C -4.78 1.67 4.18
109 H 8.92 3.89 0.47
110 H 6.89 1.42 2.48
111 C 7.32 0.98 -1.64